Entry from OMol25: a structure of composition C5H8N4O2 in a non-equilibrium geometry (the ωB97M-V functional and the def2-TZVPD basis).

Last column: natural (NBO) charge in e.
Element x y z (Å)
C 3.6557 -0.2697 0.5657  0.0853
C -0.8663 0.3896 0.7337  -0.5484
C -0.4660 1.7577 0.0840  -0.0892
C -0.6044 -0.0350 -0.7475  0.6911
C -0.7712 -1.2823 -1.5913  -0.1801
N 3.5990 -1.3857 -0.1669  -0.3241
N 2.5141 0.4116 0.4306  -0.3900
N 2.3520 -1.4450 -0.5820  -0.1407
N 1.7551 -0.3961 -0.2888  -0.1663
O -0.5271 1.2382 -1.2154  -0.4125
O -1.3017 -2.2329 -0.6862  -0.6845
H 4.4928 0.0236 0.9776  0.1811
H 0.0865 0.0385 1.3239  0.3018
H -1.8211 0.4099 1.2180  0.2638
H -1.0752 2.6215 0.3376  0.2026
H 0.5999 1.9443 0.3311  0.2439
H 0.1221 -1.6879 -2.0345  0.2624
H -1.6073 -0.9751 -2.3391  0.2269
H -0.7010 -2.1782 0.0882  0.4769

- Frontier orbital gap: 8.3 eV
- Total energy: -564.637214 a.u.
- ΔE to the lowest compared entry with this formula, charge and spin: 642.4 kJ/mol